[1]
C22H22N4O6OsS | the ωB97M-V functional and the def2-TZVPD basis

ORCA input file:
```
! wB97M-V def2-TZVPD RIJCOSX def2/J DEFGRID3
* xyz 0 1
Os -0.53 0.14 0.07
O 1.68 -0.37 -3.45
C 1.18 -0.16 -2.22
O -0.09 -0.08 -2.06
C 2.07 -0.05 -1.13
C 3.48 -0.04 -1.15
C 4.17 0.12 0.02
C 3.48 0.25 1.25
C 2.10 0.21 1.22
N 1.41 0.09 0.08
C 1.17 0.24 2.43
O 1.60 0.25 3.57
O -0.08 0.19 2.11
H 0.94 -0.42 -4.08
H 3.97 -0.14 -2.10
H 5.25 0.16 0.02
H 4.00 0.37 2.18
O -2.40 -0.08 0.05
N -3.49 0.06 0.71
C -4.65 -0.26 0.16
C -5.84 -0.05 0.87
N -6.83 0.10 1.43
C -4.75 -0.78 -1.14
N -4.75 -1.20 -2.21
C -2.33 2.97 1.28
C -1.55 3.10 -0.06
C -1.03 4.54 -0.22
C -2.48 2.78 -1.25
C -0.40 2.16 0.02
H -3.39 3.16 1.13
H -1.94 3.68 2.00
H -2.20 1.97 1.70
H -1.87 5.23 -0.25
H -0.47 4.64 -1.15
H -0.38 4.81 0.61
H -3.47 3.20 -1.10
H -2.57 1.70 -1.41
H -2.06 3.21 -2.16
H 0.48 2.60 0.47
C 0.27 -4.70 -0.12
S 0.73 -2.92 -0.12
O -0.59 -2.23 -0.13
C 1.25 -2.85 1.61
C 2.60 -2.86 1.91
C 2.99 -2.78 3.23
C 2.04 -2.67 4.24
C 0.69 -2.62 3.92
C 0.29 -2.71 2.60
H -0.37 -4.90 0.73
H 1.17 -5.30 -0.09
H -0.28 -4.88 -1.04
H 3.32 -2.92 1.11
H 4.04 -2.78 3.48
H 2.35 -2.60 5.27
H -0.04 -2.50 4.70
H -0.76 -2.64 2.33
*
```

Computed properties:
**E**: -2010.70209 hartree
**Molecular weight**: 660.74 g/mol
**HOMO energy (alpha / beta)**: -0.27204 / -0.27304 hartree
**Orbital gap (alpha / beta)**: 5.7 / 5.7 eV


[2]
C4H12 | the ωB97M-V functional and the def2-TZVPD basis

ORCA input file:
```
! wB97M-V def2-TZVPD RIJCOSX def2/J DEFGRID3
* xyz 0 1
C -2.85 0.19 0.28
C -1.98 -0.54 -0.74
H -2.27 0.50 1.15
H -3.33 1.07 -0.14
H -3.66 -0.45 0.63
H -1.13 0.05 -1.06
H -2.53 -0.88 -1.62
H -1.53 -1.43 -0.29
C 2.93 0.05 0.75
C 1.87 0.36 -0.30
H 3.25 0.92 1.32
H 2.58 -0.69 1.46
H 3.82 -0.39 0.29
H 1.62 -0.56 -0.83
H 2.25 1.04 -1.05
H 0.96 0.77 0.14
*
```

Computed properties:
**SMILES**: CC.CC
**E**: -159.58388 hartree
**Molecular weight**: 60.14 g/mol
**HOMO energy**: -0.43388 hartree
**Orbital gap**: 12.9 eV


[3]
C28H87N21O13 | the ωB97M-V functional and the def2-TZVPD basis

ORCA input file:
```
! wB97M-V def2-TZVPD RIJCOSX def2/J DEFGRID3
* xyz 0 1
C 2.15 -8.73 -3.83
O 2.67 -7.97 -4.56
N 1.06 -9.40 -4.07
N 2.64 -8.96 -2.61
H 0.97 -10.13 -3.37
H 0.69 -9.41 -5.01
H 2.08 -9.56 -2.02
H 3.57 -8.62 -2.42
C -2.23 -5.79 -8.23
O -2.60 -6.87 -7.88
N -1.20 -5.17 -7.83
N -2.98 -4.96 -8.94
H -0.42 -5.63 -7.39
H -1.10 -4.21 -8.15
H -3.90 -5.32 -9.15
H -2.59 -4.12 -9.34
C 10.11 -10.06 -2.29
O 9.38 -9.72 -1.34
N 10.78 -9.25 -3.13
N 10.40 -11.31 -2.50
H 10.71 -8.27 -2.91
H 11.44 -9.58 -3.83
H 10.13 -12.00 -1.82
H 11.12 -11.62 -3.14
C 12.03 -3.54 -1.29
O 13.22 -3.65 -1.43
N 11.34 -3.63 -0.19
N 11.29 -3.17 -2.23
H 11.78 -4.06 0.62
H 10.35 -3.56 -0.02
H 11.67 -3.20 -3.17
H 10.32 -2.95 -2.09
C 7.66 -5.63 -9.36
O 8.14 -5.86 -10.40
N 6.41 -5.93 -9.24
N 8.28 -5.45 -8.23
H 6.02 -6.41 -10.03
H 6.06 -6.08 -8.30
H 7.68 -5.43 -7.42
H 9.25 -5.16 -8.23
C 1.33 -8.24 -13.86
O 2.24 -8.39 -13.06
N 0.54 -7.19 -13.95
N 1.10 -9.21 -14.75
H 0.65 -6.41 -13.32
H -0.15 -7.13 -14.69
H 0.37 -9.06 -15.43
H 1.74 -9.99 -14.63
C 9.12 1.35 -8.68
O 8.75 2.45 -9.03
N 9.63 0.56 -9.53
N 9.03 0.95 -7.46
H 9.96 -0.33 -9.19
H 9.42 0.74 -10.50
H 9.20 -0.04 -7.32
H 8.63 1.53 -6.73
C 14.79 -4.64 -7.60
O 13.72 -4.10 -7.54
N 15.52 -4.91 -6.60
N 15.16 -5.05 -8.77
H 16.27 -5.58 -6.65
H 15.36 -4.52 -5.69
H 14.56 -5.10 -9.58
H 15.93 -5.71 -8.78
C 7.41 -12.99 -8.74
C 6.40 -12.63 -9.83
C 5.98 -13.87 -10.74
O 5.06 -13.55 -11.73
C 4.42 -14.62 -12.47
N 5.22 -12.08 -9.22
H 7.01 -13.84 -8.19
H 7.36 -12.15 -8.06
H 8.39 -13.22 -9.16
H 6.84 -11.84 -10.44
H 5.42 -14.50 -10.05
H 6.81 -14.40 -11.20
H 4.09 -15.49 -11.90
H 4.91 -15.16 -13.29
H 3.52 -14.13 -12.85
H 4.74 -11.52 -9.91
H 5.46 -11.38 -8.53
C -1.66 0.30 -14.59
C -0.78 1.42 -13.94
C 0.72 1.29 -14.22
O 1.28 0.37 -13.16
C 2.48 -0.24 -13.42
N -1.17 2.65 -14.57
H -1.08 -0.58 -14.32
H -1.68 0.26 -15.68
H -2.64 0.08 -14.18
H -1.00 1.42 -12.88
H 1.23 2.21 -13.96
H 0.95 1.15 -15.27
H 3.26 0.51 -13.48
H 2.45 -0.60 -14.45
H 2.66 -1.16 -12.86
H -0.64 3.42 -14.18
H -0.77 2.68 -15.50
C 8.03 -12.91 -17.34
C 7.71 -11.38 -17.41
C 6.24 -11.15 -17.77
O 6.10 -11.44 -19.21
C 4.75 -11.70 -19.62
N 8.05 -10.78 -16.05
H 9.04 -13.08 -16.97
H 7.91 -13.27 -18.36
H 7.31 -13.44 -16.71
H 8.54 -11.00 -18.00
H 6.10 -10.08 -17.65
H 5.45 -11.66 -17.23
H 4.13 -10.84 -19.35
H 4.26 -12.60 -19.26
H 4.69 -11.76 -20.70
H 7.83 -9.80 -16.14
H 7.49 -11.10 -15.28
C 4.47 -1.68 -0.62
C 5.64 -2.61 -0.73
C 5.52 -3.88 0.20
O 6.01 -3.63 1.49
C 5.77 -4.73 2.41
N 5.63 -3.02 -2.14
H 4.32 -1.36 0.41
H 3.55 -2.22 -0.88
H 4.64 -0.77 -1.19
H 6.53 -2.01 -0.54
H 6.09 -4.64 -0.33
H 4.47 -4.17 0.28
H 6.36 -5.61 2.17
H 4.75 -5.09 2.27
H 6.05 -4.55 3.45
H 5.22 -2.24 -2.63
H 4.80 -3.60 -2.18
C 12.98 -3.72 -15.69
C 11.58 -4.30 -15.47
C 10.70 -4.67 -16.74
O 9.44 -5.26 -16.40
C 8.34 -4.42 -16.11
N 11.75 -5.54 -14.72
H 12.95 -2.78 -16.25
H 13.77 -4.28 -16.19
H 13.30 -3.46 -14.68
H 11.12 -3.60 -14.77
H 11.29 -5.38 -17.34
H 10.45 -3.79 -17.33
H 7.52 -5.09 -15.89
H 8.03 -4.03 -17.08
H 8.68 -3.66 -15.41
H 11.66 -6.32 -15.37
H 10.90 -5.79 -14.23
*
```

Computed properties:
**E**: -3246.91685 hartree
**Molecular weight**: 926.14 g/mol
**HOMO energy**: -0.33212 hartree
**Orbital gap**: 9.1 eV


[4]
H18O9 | the ωB97M-V functional and the def2-TZVPD basis

ORCA input file:
```
! wB97M-V def2-TZVPD RIJCOSX def2/J DEFGRID3
* xyz 0 1
H -0.15 -1.53 -0.31
H -0.71 -0.23 -0.27
H -2.26 0.01 -0.85
H -1.98 1.31 -0.17
H -3.20 3.94 1.84
H -2.06 3.05 2.22
H 0.32 -4.63 -2.39
H -0.14 -5.47 -1.21
H 1.91 2.51 -1.15
H 3.25 2.51 -0.71
H -2.36 -1.68 2.71
H -2.33 -2.86 3.67
H 0.63 2.68 1.41
H 2.09 2.60 1.09
H 3.09 -4.99 -1.34
H 2.37 -3.93 -2.22
H 0.41 3.90 0.02
H 0.15 3.95 -1.46
O -0.74 -1.07 -0.81
O -1.88 0.89 -1.01
O -2.42 3.51 1.47
O 0.62 -4.95 -1.50
O 2.44 1.94 -0.65
O -1.95 -2.46 2.86
O 1.48 2.36 1.74
O 2.72 -4.86 -2.14
O 0.68 3.49 -0.81
*
```

Computed properties:
**SMILES**: O.O.O.O.O.O.O.O.O
**E**: -687.82679 hartree
**Molecular weight**: 162.13 g/mol
**HOMO energy**: -0.35597 hartree
**Orbital gap**: 9.6 eV